{"formula": "C64H126B2F8N8O6", "method": "the ωB97M-V functional and the def2-TZVPD basis", "homo_energy_ev": -19.72, "orbital_gap_ev": 6.872, "lumo_ev": -12.85, "e_tot_ha": -4250.2553, "total_charge": 6, "symbols": ["H", "H", "C", "H", "H", "O", "H", "F", "C", "H", "N", "H", "H", "C", "H", "O", "H", "C", "C", "C", "H", "C", "H", "C", "H", "C", "H", "C", "C", "C", "N", "H", "H", "H", "N", "H", "H", "H", "N", "O", "O", "C", "H", "C", "H", "C", "H", "C", "B", "H", "H", "N", "H", "H", "H", "H", "H", "H", "H", "F", "C", "H", "H", "H", "C", "C", "H", "C", "C", "O", "C", "H", "H", "H", "C", "H", "H", "H", "H", "H", "H", "C", "H", "C", "C", "H", "H", "H", "H", "C", "H", "H", "H", "C", "H", "F", "H", "H", "H", "H", "H", "F", "C", "C", "C", "C", "H", "C", "N", "H", "B", "H", "C", "H", "F", "C", "H", "N", "H", "H", "H", "H", "C", "H", "H", "H", "C", "C", "C", "H", "C", "H", "H", "H", "H", "H", "H", "H", "C", "H", "H", "C", "H", "C", "H", "H", "C", "C", "H", "C", "H", "H", "H", "H", "H", "H", "C", "H", "F", "H", "F", "H", "C", "H", "C", "C", "H", "C", "H", "H", "C", "H", "H", "H", "H", "H", "C", "H", "C", "H", "H", "O", "H", "C", "H", "C", "H", "H", "H", "H", "H", "H", "C", "H", "H", "H", "H", "H", "H", "H", "H", "C", "C", "C", "C", "H", "H", "H", "C", "C", "H", "C", "N", "F"], "coordinates": [[-2.295183, -1.958036, -6.123926], [0.750230, 0.357610, -1.515656], [1.198608, 7.014275, 0.118379], [4.087544, 2.430489, -2.029821], [10.853767, 0.016599, 0.456682], [10.797619, -2.714650, -2.069140], [-6.732976, 1.100571, 2.925926], [-6.692306, -3.117316, -1.137102], [-4.835375, -2.374082, 4.569371], [-8.026829, 2.823676, 4.180769], [-4.082335, -5.354555, -3.525563], [-3.805584, -5.102482, 5.279902], [-6.510627, -3.641306, 4.737566], [-8.038296, 4.253204, 2.611982], [11.821622, -4.232816, 0.373351], [-4.388346, -1.647535, 2.326823], [2.623688, 4.896702, -1.070639], [-0.261724, 0.157718, -1.250724], [0.515445, 3.489310, 1.469396], [0.655659, 3.939275, 2.939437], [-1.622360, -1.108271, -4.596694], [5.798070, 2.138042, -3.223986], [-3.514621, -4.733945, -1.591115], [0.241963, -1.284911, 0.791544], [-4.862699, 1.954347, 0.399537], [-7.756988, 3.028539, 3.150840], [-10.257037, 8.965248, 5.676947], [-4.886767, -4.024620, -3.748402], [6.439362, 3.550645, -5.787468], [-4.799926, -4.995794, 4.824429], [-0.262220, -1.258859, -0.659381], [6.060039, 0.501259, -1.802989], [7.583155, 1.123229, -2.366302], [-2.187369, -5.006586, 2.166645], [-4.603160, -2.696301, 3.130035], [1.723550, 0.221034, 0.857183], [1.444374, 4.767182, 5.265871], [-5.891009, -4.250545, -4.175557], [-6.583815, 2.336717, 1.249040], [2.706420, 6.789830, 2.415794], [-2.968496, -2.583694, -4.225909], [-5.787581, 1.377849, 0.412425], [-11.077434, 9.204860, 4.111088], [4.521849, 1.940609, -6.262892], [1.301190, 2.829026, 1.174072], [-4.745944, -5.139116, 3.321919], [4.275651, 0.879156, -6.145607], [11.757665, -3.321850, 0.931610], [-2.297306, 1.580538, 2.467283], [-3.241109, -0.699369, -5.197736], [8.380893, -3.044634, -2.805230], [10.436527, -2.319168, -1.048969], [-0.208405, 4.498683, 3.275895], [9.165449, -4.030355, 0.808273], [12.366104, -0.745199, -1.426297], [7.963805, 1.289965, -6.596345], [3.943183, -1.777723, 1.759687], [-7.175903, 6.822430, 2.927723], [-2.175057, -3.953376, 3.560131], [-3.624386, 1.328534, 2.842398], [-1.766352, -1.692149, -0.683239], [9.156459, -4.611827, -0.888115], [9.409614, -2.098534, 2.099043], [3.850343, 1.177946, -3.173409], [6.016347, 2.122710, -5.930563], [-6.855405, 3.575345, 0.673783], [3.135712, 4.127296, 0.399625], [-5.508673, -3.620118, 5.168062], [-2.665690, -0.790428, 0.140183], [6.490118, 0.274332, -4.521021], [-8.165447, 6.614041, 3.321488], [3.245228, 3.230461, 3.939997], [-0.421782, 2.933510, 1.325125], [-5.790689, -6.365377, -4.008207], [-2.566051, -4.026081, 2.547761], [13.189420, -2.285558, -1.350639], [-6.247547, 1.172154, -0.549687], [-2.891640, -1.324633, 4.900383], [13.429187, -1.075882, -0.084944], [0.642259, 3.113142, 3.652951], [2.697462, 5.936829, 4.952683], [1.787274, 5.524484, 4.561893], [-6.694341, -1.432527, 3.990950], [1.656738, -0.853282, 1.032620], [8.933385, -2.457845, -0.709107], [4.546384, -1.872970, 0.008120], [-4.565865, -7.444534, -3.244310], [-2.548366, -5.264652, -5.037080], [-3.812702, -1.734079, 6.300645], [-4.076110, -4.038289, 2.466732], [11.532316, -0.823279, 1.833476], [0.027053, -2.327688, 1.063421], [8.538297, -0.457905, -0.348487], [-2.501426, -1.531275, -5.126956], [-4.049680, -3.435650, 0.371893], [-2.346865, 1.990058, 1.099030], [7.141341, -2.176948, -1.821944], [-5.765719, -5.170894, 2.908853], [-4.501104, -5.109770, 0.753352], [0.268410, 4.463119, -0.363431], [-0.503361, 0.850775, -0.424609], [-4.839436, -1.776268, -0.980663], [-3.435019, -5.840041, -4.798615], [12.706717, -1.527809, -0.762128], [-5.847409, -6.309693, -1.885110], [8.528359, -1.399914, 0.224705], [6.899684, 2.043580, -7.786320], [1.904977, 4.719236, 3.263843], [2.061598, 5.803983, 2.144288], [4.278561, 2.276290, -7.267592], [-6.221751, -1.866961, -0.747203], [8.521508, -1.299276, -2.556530], [11.524777, -2.040693, 0.062139], [-2.148977, -3.256438, 1.893446], [-1.767166, 2.565486, 3.278250], [3.158273, 3.881136, 3.093897], [9.158297, -0.379150, 1.972299], [6.159676, 1.459443, -4.557001], [7.472973, 3.455764, -3.322354], [0.946327, -4.254795, -2.056074], [3.705053, 5.710396, 0.031545], [-4.975688, -2.152716, -4.825658], [6.380841, 3.563803, -3.316286], [-4.981627, -3.591158, -2.761554], [-11.803691, 8.215644, 5.358228], [-1.784456, -2.742114, -0.395869], [-5.788475, -1.199931, 4.551576], [3.885831, -1.336182, 0.743196], [-10.639612, 6.177668, 4.435024], [3.026469, 3.231687, 2.250544], [-4.279645, -2.994640, -4.682313], [-1.484220, -6.092917, -1.347906], [12.692376, -3.150615, 1.441687], [-5.354172, -5.771211, 5.307064], [1.314344, -3.822492, -0.392497], [-5.512898, 0.530677, 1.032895], [6.117890, 4.074812, -2.385099], [6.093551, 4.076146, -6.680431], [-8.780487, 5.340750, 3.294162], [-6.318997, -5.334709, -1.735478], [6.460428, 0.409172, -7.199082], [6.558600, 1.413735, -2.147420], [7.525342, 3.588736, -5.825301], [9.523427, -1.253688, 1.418111], [1.034091, 6.312761, 4.626920], [7.520765, -1.680063, 0.545866], [-10.876882, 8.532571, 4.914726], [2.841533, 5.076123, -0.014442], [-5.295097, -6.552089, -0.974164], [-2.264484, -6.375266, -2.042532], [-2.861353, 0.177551, -0.300224], [-1.883183, -6.936718, -2.889281], [3.827882, 2.390182, -5.555804], [-4.155170, -5.885632, -5.598977], [-2.347936, -4.359869, -2.888316], [-5.663655, -3.835574, 1.027238], [0.469965, -2.267357, -1.641626], [-2.071618, -1.635054, -1.742911], [-6.867174, -0.929693, -1.518241], [1.891723, -1.002874, 2.108852], [-6.443738, -1.617440, 0.600268], [3.788683, 2.969915, -3.599419], [8.728039, -3.889084, -0.183787], [-6.511268, 3.854298, -0.309678], [1.624794, 5.649225, 0.683037], [10.885339, -0.963128, 0.973015], [-0.350506, -0.662828, 1.454586], [0.607811, -3.674865, -1.206833], [-2.235669, -0.618644, 1.103680], [4.110837, 4.416740, 3.068565], [-5.089175, -6.486237, -3.177297], [-0.346952, -4.093808, -0.878802], [-4.217734, -3.426183, -5.678456], [4.923886, 4.612473, -4.409975], [-11.629055, 6.164126, 4.846972], [1.903803, 7.814727, 0.004129], [-8.920816, 7.642455, 3.817363], [-8.668356, 8.671619, 3.900709], [-4.590448, -4.054429, 1.060144], [-3.118840, -6.850021, -4.618389], [1.469578, -1.823341, -1.741658], [2.591079, -1.472278, 0.183856], [0.340653, 7.428031, 0.652899], [-3.009207, -5.121077, -2.469394], [-3.024366, -7.036351, -1.627987], [6.007274, 4.381393, -4.530888], [0.910363, 6.778028, -0.915267], [-5.700570, -3.500147, 6.233025], [6.512476, 2.114789, -1.317597], [-0.090986, -2.244993, -2.598311], [-3.635950, -1.246743, 0.269244], [-4.308255, -6.103915, 3.081196], [-7.505225, 4.528663, 1.364998], [-10.506616, 4.137794, 3.863801], [-0.433910, 5.294708, 1.000793], [7.660596, -4.128844, -0.152164], [-7.642413, 5.493872, 0.880274], [6.527664, 5.349108, -4.501562], [-2.887888, -3.014106, 5.427222], [-6.640361, -7.044046, -1.858133], [-6.143078, -1.000450, 5.551368], [6.922150, 1.386349, -6.920387], [8.215679, -2.243997, -2.085664], [-10.017638, 5.092975, 3.884281], [-7.039129, 2.040493, 2.479382], [-5.334317, -0.292190, 4.165210], [4.141565, -0.278907, 0.778530], [-1.013223, 0.152746, -2.025052], [-3.496746, -2.117904, 5.347548], [0.445753, 4.738622, 0.681877], [11.012138, -3.416768, 1.752829], [4.254636, 2.154804, -3.072205], [-10.128914, 7.411761, 4.351150], [-1.507796, 0.395200, 2.604632]], "atomic_forces_ev_per_a": [[0.148, 0.365, 0.428], [0.630, 0.230, -0.836], [-0.444, -0.427, -0.529], [0.166, -0.093, 0.253], [0.289, -0.391, 0.013], [0.517, -0.155, -2.087], [-0.191, 0.072, -0.229], [0.257, -0.701, 0.274], [-0.420, -0.915, 0.501], [-0.200, -0.106, -0.096], [-0.212, 0.132, -0.589], [-0.076, 0.396, -0.124], [-0.146, -0.303, -0.110], [0.266, 0.466, -0.082], [0.091, -0.498, -0.384], [-1.951, -6.205, 4.905], [-0.245, 0.197, 0.095], [0.091, -1.080, 1.973], [-0.713, 0.059, 1.808], [-0.253, -1.073, 0.510], [-0.203, -0.334, -0.792], [0.518, 0.641, -1.274], [-0.212, 0.339, -0.030], [-0.334, -1.381, -0.689], [0.351, -0.326, -0.958], [-0.122, -1.059, 1.348], [0.150, 0.489, 0.309], [-0.018, -0.140, 0.022], [-0.168, 2.239, 0.280], [0.279, 2.276, 0.438], [-1.209, -0.085, -0.538], [-0.074, 0.057, -0.177], [0.035, 0.462, -0.261], [-0.538, 0.596, 0.193], [4.296, 6.172, -5.117], [-0.038, 0.427, 0.123], [0.091, 0.003, 0.342], [0.719, -0.207, 0.540], [-1.133, 0.590, -1.176], [-1.599, -2.033, -0.538], [-1.064, 0.833, -1.184], [1.028, 1.187, 1.483], [-0.167, 0.721, -0.364], [-0.434, -0.911, 0.698], [0.786, -0.425, -0.273], [-0.694, -0.498, -0.840], [0.135, -0.041, -0.564], [-0.794, 0.905, 0.170], [-0.628, -0.004, 0.121], [0.298, -0.702, -0.048], [-0.075, -0.051, 0.180], [-0.284, -1.511, 3.305], [-0.317, 0.316, -0.345], [-0.183, -0.043, -0.243], [-0.048, 0.266, -0.188], [-0.315, -0.050, 0.076], [0.063, 0.140, -0.580], [-0.187, -0.209, 0.024], [-0.026, 0.214, -0.001], [-0.197, -0.339, 0.086], [0.081, 0.636, -0.475], [0.077, 0.093, 0.224], [0.203, -0.034, -0.063], [-0.639, -0.708, -0.574], [-0.006, -0.508, 0.585], [0.766, -1.518, 0.643], [0.021, -0.437, 0.194], [-0.050, -1.115, -0.414], [0.391, -0.390, 0.081], [-0.867, 3.764, -0.017], [-0.947, -0.282, -0.117], [-0.169, -0.374, 0.733], [0.340, 0.279, 0.251], [0.074, -0.566, 0.089], [0.728, -0.587, -0.264], [0.220, -0.416, -0.104], [-0.080, -0.143, 0.195], [-0.141, -0.060, -0.247], [0.083, -0.114, 0.050], [0.123, -0.273, -0.204], [0.624, 0.041, -0.107], [-0.369, -1.049, 0.561], [0.124, -0.120, -0.256], [0.021, 0.323, -0.164], [-0.053, -0.658, -2.602], [-0.314, 0.533, 1.015], [-0.098, 0.289, -0.001], [-0.158, 0.388, -0.116], [-0.128, -0.195, 0.583], [-1.048, 0.027, 1.758], [0.269, -0.034, 0.046], [0.492, 0.192, 0.241], [-0.358, -0.048, 0.393], [-0.085, -0.032, 1.170], [0.164, 0.411, -0.187], [0.495, -0.014, 0.241], [0.475, -0.090, -0.387], [0.028, -0.220, 0.368], [0.067, 0.282, -0.072], [-0.065, 0.314, -0.089], [-0.341, -0.322, -0.486], [0.323, -0.398, -0.664], [0.146, 0.055, 0.559], [-0.146, 0.108, 0.915], [-0.003, 0.033, 0.722], [0.825, 0.844, 1.142], [0.152, -0.184, -0.314], [-0.112, 1.915, -0.747], [2.074, 2.308, 0.370], [0.276, 0.018, -0.059], [-0.762, 0.011, -0.817], [-0.043, -0.185, 0.229], [-0.642, 0.665, 0.086], [-0.038, 0.140, 0.270], [0.161, 0.170, -0.112], [0.373, 0.046, 0.444], [0.158, -0.244, 0.145], [0.138, -3.700, -0.043], [-0.044, 0.007, 0.237], [0.084, -0.141, -0.184], [0.329, 0.613, 0.111], [0.166, -0.090, 0.632], [0.786, 0.158, 0.236], [-0.320, -0.023, 0.215], [-0.264, -0.299, 0.060], [-0.052, 0.100, 0.248], [-0.313, 0.527, 0.238], [0.525, -0.890, -0.992], [-0.822, 0.600, -0.224], [0.262, -0.221, -0.494], [0.778, -0.656, 0.058], [0.074, -0.301, 0.176], [0.516, 0.048, -0.020], [-0.619, -0.620, -0.097], [0.103, 0.132, -0.038], [-0.591, -0.334, -0.274], [0.016, -0.076, -0.044], [0.070, -0.111, -0.073], [0.887, -0.350, 0.180], [0.148, -0.021, -0.271], [0.676, 0.695, 0.165], [-0.971, -0.702, 1.042], [0.203, 0.043, 0.015], [-2.908, 0.170, 0.336], [-0.061, -0.137, -0.695], [0.053, 0.455, 0.127], [0.105, 0.101, 0.169], [0.145, -0.462, -0.551], [0.428, 0.142, -0.183], [-1.232, -0.146, -0.878], [0.219, 0.123, -0.342], [0.576, 0.153, -0.021], [0.301, 0.601, -0.169], [-0.227, 0.315, -0.234], [-0.181, 0.002, 0.066], [0.313, 0.119, -0.116], [0.240, 2.022, 0.004], [0.259, -0.225, 0.314], [-0.200, 0.947, -0.316], [-0.191, -0.146, -0.505], [-0.140, -0.024, 0.982], [-0.207, -0.233, -0.659], [0.386, -0.210, -0.299], [0.362, -0.829, -0.180], [0.269, 1.136, 0.587], [1.522, 0.696, -1.035], [-0.427, 0.167, -0.448], [-0.448, -0.741, 1.051], [0.013, 0.039, 0.427], [-0.296, 0.232, -0.231], [-0.221, 1.085, -0.127], [0.061, -0.120, -0.147], [0.362, -0.113, -0.342], [0.546, -0.110, -0.841], [-0.256, -0.384, 0.296], [0.886, 0.017, 0.387], [-0.341, -0.120, 0.552], [0.755, 0.597, -0.305], [-0.675, -1.260, 0.045], [0.180, -0.441, 0.019], [-0.410, -0.123, -0.316], [-0.069, -0.397, 0.658], [-0.012, -0.222, -0.075], [-0.107, -0.063, -0.281], [0.404, -0.146, 0.674], [-0.810, -0.861, -0.003], [-0.296, 0.113, 0.256], [0.445, 0.162, 0.077], [0.395, -0.111, 0.286], [0.214, 0.443, 0.620], [0.350, -0.096, -0.060], [0.228, -0.048, -0.294], [-0.631, 0.872, -0.403], [-0.014, -0.267, 0.034], [-0.105, 0.088, 0.009], [0.083, 0.349, 0.092], [-0.091, -0.214, 0.138], [-0.081, -0.398, -0.185], [-0.195, -0.024, 0.251], [-0.353, -0.200, -0.293], [0.139, -0.010, 0.495], [-1.039, -0.413, -0.180], [-0.324, -0.094, 0.828], [0.831, 0.650, -0.320], [0.436, 1.289, -0.861], [0.189, 0.010, -0.042], [0.291, 0.195, 0.138], [0.217, 0.385, -0.381], [-0.072, 0.509, -1.459], [-1.029, -0.262, -1.703], [0.394, 0.021, -0.810], [1.380, 0.645, 1.319], [-0.005, -1.129, 0.166], [-0.071, 0.472, 0.118]], "lowdin_charge": [0.10, 0.08, 0.01, 0.09, 0.14, 0.25, 0.14, 0.13, -0.45, 0.14, -0.22, 0.12, 0.13, -0.14, 0.10, 0.14, 0.10, 0.05, -0.15, -0.12, 0.08, -0.42, 0.10, -0.07, 0.10, 0.05, 0.12, -0.05, -0.11, -0.13, -0.20, 0.09, 0.09, 0.13, 0.15, 0.12, 0.11, 0.17, -0.03, 0.24, -0.23, 0.06, 0.12, 0.02, 0.09, -0.13, 0.10, 0.03, -1.24, 0.10, 0.10, 0.00, 0.13, 0.08, 0.09, 0.11, 0.11, 0.14, 0.09, 0.11, -0.13, 0.11, 0.12, 0.09, -0.45, 0.03, 0.06, -0.09, -0.07, 0.20, 0.07, 0.11, 0.10, 0.14, 0.02, 0.10, 0.11, 0.10, 0.12, 0.14, 0.09, 0.01, 0.10, -0.21, -0.45, 0.10, 0.13, 0.11, 0.10, -0.41, 0.15, 0.14, 0.12, -0.06, 0.06, 0.07, 0.09, 0.14, 0.11, 0.14, 0.10, 0.08, 0.02, 0.00, -0.05, -0.13, 0.11, -0.41, 0.04, 0.12, -1.36, 0.08, -0.37, 0.07, 0.15, 0.01, 0.13, 0.04, 0.14, 0.10, 0.10, 0.15, -0.15, 0.10, 0.11, 0.10, -0.02, -0.09, 0.04, 0.06, -0.19, 0.07, 0.11, 0.12, 0.09, 0.08, 0.13, 0.15, -0.11, 0.08, 0.12, -0.03, 0.14, -0.18, 0.11, 0.13, 0.06, 0.00, 0.07, -0.03, 0.09, 0.08, 0.07, 0.12, 0.11, 0.11, -0.14, 0.12, 0.15, 0.15, 0.12, 0.07, 0.02, 0.16, -0.44, -0.15, 0.10, -0.07, 0.04, 0.12, -0.14, 0.06, 0.12, 0.12, 0.16, 0.09, 0.03, 0.15, -0.02, 0.09, 0.11, -0.21, 0.11, -0.17, 0.08, -0.13, 0.11, 0.14, 0.10, 0.13, 0.05, 0.14, 0.02, 0.15, 0.14, 0.11, 0.15, 0.14, 0.08, 0.10, 0.11, 0.01, -0.01, 0.07, 0.06, 0.07, 0.08, 0.10, 0.05, -0.16, 0.09, 0.02, -0.08, 0.06]}